Below is 9 unconnected molecules or ions with the total composition C46H69N5O13, with properties calculated with ωB97M-V/def2-TZVPD.

For the energy, the calculation gives -82888.17469 eV. The value obtained for the energy above the lowest of the compared OMol25 structures with the same formula, charge and spin is 0.0 kJ/mol. The largest force on an atom is 2.2 eV/Å. The LUMO energy is -0.47 eV.

Last columns: bonded neighbours and bond lengths (Å).
CARTESIAN COORDINATES (ANGSTROEM)
1 C 0.3649 1.9660 -7.9318  C2 1.541, H13 1.093, H14 1.091, H15 1.089
2 C -0.6926 2.8048 -7.1874  C1 1.541, C3 1.530, H16 1.089, H17 1.094
3 C -1.4932 1.9707 -6.1855  C2 1.530, C4 1.499, H18 1.090, H19 1.097
4 C -0.9989 2.0753 -4.7742  C3 1.499, N5 1.529, H20 1.088, H21 1.094
5 N -1.1229 0.8071 -3.9286  C4 1.529, C6 1.519, C9 1.518, C10 1.535
6 C -0.6493 1.1953 -2.5389  N5 1.519, C7 1.526, H22 1.092, H23 1.089
7 C -1.8535 1.8451 -1.8624  C6 1.526, C8 1.506, H24 1.089, H25 1.091
8 C -3.0785 1.3961 -2.6148  C7 1.506, C9 1.543, H26 1.088, H27 1.088
9 C -2.5875 0.4575 -3.7372  N5 1.518, C8 1.543, H28 1.089, H29 1.087
10 C -0.3476 -0.3926 -4.4914  N5 1.535, C11 1.536, H30 1.087, H31 1.087
11 C 1.1433 -0.3140 -4.1299  C10 1.536, C12 1.548, H32 1.087, H33 1.088
12 C 1.9804 -1.1085 -5.1618  C11 1.548, H34 1.089, H35 1.090, H36 1.091
13 H 1.0482 1.5392 -7.1926  C1 1.093
14 H 0.9266 2.6682 -8.5488  C1 1.091
15 H 0.0103 1.1449 -8.5529  C1 1.089
16 H -1.3619 3.3565 -7.8456  C2 1.089
17 H -0.1284 3.5934 -6.6810  C2 1.094
18 H -1.6643 0.9637 -6.5671  C3 1.090
19 H -2.4949 2.4170 -6.2160  C3 1.097
20 H -1.4264 2.8411 -4.1308  C4 1.088
21 H 0.0756 2.2823 -4.7731  C4 1.094
22 H -0.3669 0.2988 -1.9824  C6 1.092
23 H 0.2591 1.7906 -2.4648  C6 1.089
24 H -1.8875 1.5765 -0.8075  C7 1.089
25 H -1.8258 2.9349 -1.9082  C7 1.091
26 H -3.7538 0.8079 -1.9966  C8 1.088
27 H -3.5407 2.2700 -3.0689  C8 1.088
28 H -2.6026 -0.5882 -3.4337  C9 1.089
29 H -3.2070 0.5589 -4.6250  C9 1.087
30 H -0.5523 -0.3259 -5.5572  C10 1.087
31 H -0.8088 -1.2711 -4.0485  C10 1.087
32 H 1.2028 -0.7790 -3.1489  C11 1.087
33 H 1.5608 0.6901 -4.1749  C11 1.088
34 H 1.5347 -2.0722 -5.4030  C12 1.089
35 H 2.9777 -1.1737 -4.7272  C12 1.090
36 H 2.1273 -0.5899 -6.1109  C12 1.091
37 C 0.5080 0.6763 0.9729  C38 1.552, H41 1.095, H42 1.092, H43 1.099
38 C 0.1603 0.9439 2.4612  C37 1.552, C39 1.522, O40 1.381, H44 1.103
39 C 1.4049 0.5696 3.2534  C38 1.522, H45 1.089, H46 1.099, H47 1.094
40 O -0.3005 2.2336 2.6380  C38 1.381
41 H 0.4624 -0.4016 0.7851  C37 1.095
42 H 1.4222 1.1609 0.6246  C37 1.092
43 H -0.2803 1.0755 0.3187  C37 1.099
44 H -0.5472 0.1435 2.7372  C38 1.103
45 H 1.9262 -0.3232 2.9119  C39 1.089
46 H 1.0857 0.3253 4.2760  C39 1.099
47 H 2.0954 1.4079 3.3818  C39 1.094
48 C 4.1044 -0.6601 -0.0019  C49 1.409, C53 1.379, H56 1.084
49 C 4.7335 0.5897 0.1616  C48 1.409, C50 1.391, H57 1.082
50 C 6.1236 0.6359 0.1291  C49 1.391, C51 1.393, O55 1.358
51 C 6.8335 -0.5382 -0.1116  C50 1.393, C52 1.376, H58 1.082
52 C 6.1859 -1.7253 -0.3685  C51 1.376, C53 1.390, H59 1.086
53 C 4.7995 -1.8119 -0.3070  C48 1.379, C52 1.390, O54 1.368
54 O 4.0970 -2.9229 -0.6872  C53 1.368, H60 0.966
55 O 6.8487 1.7779 0.2490  C50 1.358, H61 0.963
56 H 3.0221 -0.6399 0.0491  C48 1.084
57 H 4.1758 1.5100 0.2720  C49 1.082
58 H 7.9134 -0.5611 -0.1749  C51 1.082
59 H 6.7250 -2.6107 -0.6927  C52 1.086
60 H 4.7188 -3.6577 -0.7654  O54 0.966
61 H 6.2894 2.5280 0.4748  O55 0.963
62 C -1.3171 -4.0256 -3.7994  C63 1.396, C67 1.389, H70 1.084
63 C 0.0590 -4.2027 -3.6490  C62 1.396, C64 1.415, H71 1.080
64 C 0.7387 -3.4133 -2.6919  C63 1.415, C65 1.391, O69 1.367
65 C 0.0940 -2.3027 -2.1563  C64 1.391, C66 1.408, H72 1.084
66 C -1.3093 -2.2129 -2.2378  C65 1.408, C67 1.364, H73 1.081
67 C -1.9939 -3.1068 -3.0073  C62 1.389, C66 1.364, O68 1.383
68 O -3.3678 -2.9708 -3.0868  C67 1.383, H74 0.963
69 O 2.0727 -3.6721 -2.5432  C64 1.367, H75 0.973
70 H -1.7507 -4.6433 -4.5774  C62 1.084
71 H 0.4852 -4.9980 -4.2419  C63 1.080
72 H 0.6410 -1.6367 -1.4986  C65 1.084
73 H -1.8591 -1.5805 -1.5554  C66 1.081
74 H -3.6685 -3.4504 -3.8661  O68 0.963
75 H 2.3839 -3.2980 -1.7005  O69 0.973
76 C 1.6669 -5.3741 3.1280  C77 1.378, C81 1.395, H84 1.082
77 C 1.9751 -6.0745 1.9825  C76 1.378, C78 1.393, H85 1.084
78 C 1.6558 -5.5776 0.7211  C77 1.393, C79 1.396, O83 1.367
79 C 0.8475 -4.4399 0.6746  C78 1.396, C80 1.405, H86 1.085
80 C 0.5886 -3.6807 1.8285  C79 1.405, C81 1.397, H87 1.082
81 C 0.8662 -4.2329 3.0818  C76 1.395, C80 1.397, O82 1.360
82 O 0.5476 -3.5595 4.2192  C81 1.360, H88 0.961
83 O 2.0534 -6.2105 -0.4232  C78 1.367, H89 0.967
84 H 1.9867 -5.8408 4.0508  C76 1.082
85 H 2.7152 -6.8633 2.0604  C77 1.084
86 H 0.5660 -4.1390 -0.3290  C79 1.085
87 H 0.2444 -2.6645 1.6901  C80 1.082
88 H -0.2288 -3.0097 4.0839  O82 0.961
89 H 2.0429 -5.5479 -1.1275  O83 0.967
90 C -2.0263 0.7844 6.9927  C91 1.381, C95 1.415, H98 1.084
91 C -1.7062 1.4946 5.8520  C90 1.381, C92 1.395, H99 1.084
92 C -2.0544 2.8446 5.7962  C91 1.395, C93 1.382, O97 1.349
93 C -2.5293 3.4871 6.9237  C92 1.382, C94 1.396, H100 1.081
94 C -2.7693 2.7771 8.1010  C93 1.396, C95 1.381, H101 1.085
95 C -2.5276 1.4187 8.1541  C90 1.415, C94 1.381, O96 1.365
96 O -2.5912 0.6364 9.2713  C95 1.365, H102 0.962
97 O -1.8132 3.6104 4.7120  C92 1.349, H103 0.963
98 H -1.7728 -0.2685 7.0348  C90 1.084
99 H -1.2372 1.0141 5.0013  C91 1.084
100 H -2.7119 4.5488 6.8318  C93 1.081
101 H -2.9974 3.3287 9.0066  C94 1.085
102 H -3.1585 1.0239 9.9444  O96 0.962
103 H -1.2367 3.1975 4.0610  O97 0.963
104 C -2.4037 -2.4598 2.7804  C105 1.398, C109 1.378, H112 1.083
105 C -2.4098 -1.0651 2.8691  C104 1.398, C106 1.379, H113 1.083
106 C -2.8464 -0.3415 1.7798  C105 1.379, C107 1.389, O111 1.382
107 C -3.2967 -0.9651 0.6228  C106 1.389, C108 1.376, H114 1.084
108 C -3.2458 -2.3345 0.4990  C107 1.376, C109 1.416, H115 1.082
109 C -2.7469 -3.0762 1.5966  C104 1.378, C108 1.416, O110 1.382
110 O -2.9032 -4.4490 1.5967  C109 1.382, H116 0.963
111 O -2.9092 1.0369 1.8563  C106 1.382, H117 0.978
112 H -2.1920 -3.0743 3.6465  C104 1.083
113 H -2.2140 -0.6683 3.8573  C105 1.083
114 H -3.6454 -0.4513 -0.2656  C107 1.084
115 H -3.6605 -2.8080 -0.3812  C108 1.082
116 H -2.9021 -4.7339 0.6766  O110 0.963
117 H -2.0713 1.2970 2.2887  O111 0.978
118 C 1.7651 4.7047 4.4702  O119 1.238, N120 1.372, N121 1.347
119 O 2.7833 5.2455 4.9223  C118 1.238
120 N 1.1317 3.7133 5.1763  C118 1.372, H122 1.009, H123 1.010
121 N 1.1131 5.0728 3.3510  C118 1.347, H124 1.010, H125 1.008
122 H 1.6584 3.4478 5.9951  N120 1.009
123 H 0.6930 2.9432 4.6919  N120 1.010
124 H 1.6646 5.6400 2.7232  N121 1.010
125 H 0.4850 4.4257 2.9013  N121 1.008
126 C -1.4758 4.6741 0.3139  O127 1.241, N128 1.348, N129 1.355
127 O -1.7678 5.5286 -0.5375  C126 1.241
128 N -2.3767 4.1521 1.1699  C126 1.348, H130 1.000, H131 1.011
129 N -0.2254 4.1988 0.5271  C126 1.355, H132 1.000, H133 1.024
130 H -3.3372 4.3867 1.0200  N128 1.000
131 H -1.9896 3.4441 1.7784  N128 1.011
132 H 0.5954 4.5450 0.0735  N129 1.000
133 H -0.1478 3.4394 1.2096  N129 1.024